Formula: C3H9NS2
Source: OMol25
Level of theory: the ωB97M-V functional and the def2-TZVPD basis

## Properties
- Total charge: 0
- Gap between HOMO and LUMO: 8.8684 eV
- HOMO level: -8.36 eV
- ΔE to the lowest compared entry with this formula, charge and spin: 25.73 kcal per mole
- SMILES: C=CN.CSS
- Molecular weight: 123.25 g mol⁻¹
- 2S+1: 1

Element x y z (Å)
C -0.7199 -1.9747 -1.1718
C -1.6748 -1.0349 -1.1129
N -2.9861 -1.3048 -0.7324
H -0.7614 -2.8593 -0.5411
H 0.2746 -1.6380 -1.4578
H -1.5157 0.0212 -1.3289
H -3.1066 -2.1535 -0.2016
H -3.4576 -0.5085 -0.3347
C 1.2613 1.4134 -1.1248
S 1.8737 0.7309 0.4593
S 0.1894 0.6358 1.5870
H 1.9330 2.2225 -1.4074
H 1.3028 0.5987 -1.8351
H 0.2870 1.8252 -0.9327
H -0.0943 -0.6782 1.6902

Formula: C38H33N3O2Zn
Source: OMol25
Level of theory: the ωB97M-V functional and the def2-TZVPD basis

## Properties
- Total charge: 0
- Gap between HOMO and LUMO: 8.9471 eV
- HOMO level: -8.48 eV
- ΔE to the lowest compared entry with this formula, charge and spin: 0.00 kcal per mole
- Molecular weight: 629.09 g mol⁻¹
- 2S+1: 1

Element x y z (Å)
Zn 0.0367 -0.3829 -0.0123
O -1.3481 -1.7018 0.1162
C -2.6111 -1.5737 -0.4490
C -3.1038 -0.0912 -0.3702
C -2.3621 0.8431 -1.2788
C -2.9615 1.3968 -2.4010
C -2.2225 2.2286 -3.2231
C -0.9039 2.5002 -2.9057
C -0.3574 1.9258 -1.7693
C 1.0687 2.1435 -1.3746
C 1.9771 0.9283 -1.7423
O 1.5518 -0.2366 -1.1339
C 3.4207 1.1995 -1.2919
C 4.3014 0.1185 -1.3173
C 5.6151 0.2622 -0.9100
C 6.0792 1.4943 -0.4597
C 5.2148 2.5736 -0.4263
C 3.8935 2.4264 -0.8431
C 1.9212 0.8048 -3.2732
C 2.5707 1.7214 -4.0979
C 2.4218 1.6633 -5.4748
C 1.6176 0.6838 -6.0477
C 0.9780 -0.2368 -5.2325
C 1.1331 -0.1785 -3.8532
N -1.0830 1.1181 -0.9788
C -3.5648 -2.4481 0.3836
C -4.1158 -3.6303 -0.0966
C -4.9145 -4.4275 0.7153
C -5.1774 -4.0562 2.0230
C -4.6258 -2.8816 2.5184
C -3.8269 -2.0921 1.7072
C -2.6049 -2.0043 -1.9191
C -1.4546 -2.5364 -2.4830
C -1.4276 -2.9065 -3.8234
C -2.5541 -2.7537 -4.6148
C -3.7153 -2.2331 -4.0554
C -3.7376 -1.8639 -2.7206
H -2.9721 0.2376 0.6618
H -4.1686 -0.0400 -0.5984
H -3.9924 1.1628 -2.6261
H -2.6704 2.6584 -4.1099
H -0.2899 3.1316 -3.5332
H 1.1096 2.3053 -0.2932
H 1.4392 3.0451 -1.8627
H 3.9274 -0.8415 -1.6486
H 6.2836 -0.5892 -0.9380
H 7.1067 1.6066 -0.1380
H 5.5619 3.5382 -0.0772
H 3.2432 3.2911 -0.8051
H 3.2084 2.4821 -3.6604
H 2.9372 2.3782 -6.1041
H 1.5000 0.6370 -7.1229
H 0.3487 -1.0033 -5.6690
H 0.6414 -0.8889 -3.2030
H -3.9163 -3.9443 -1.1121
H -5.3291 -5.3455 0.3181
H -5.8022 -4.6755 2.6536
H -4.8187 -2.5795 3.5405
H -3.3875 -1.1930 2.1212
H -0.5790 -2.6591 -1.8599
H -0.5180 -3.3157 -4.2463
H -2.5336 -3.0412 -5.6583
H -4.6056 -2.1185 -4.6612
H -4.6570 -1.4788 -2.2935
N -0.5310 -1.9945 2.7130
C 0.4465 -1.0987 2.9332
C 1.0724 -0.9806 4.1943
C 2.1050 -0.0975 4.3535
C 2.5382 0.6733 3.2681
C 1.8779 0.5176 2.0789
N 0.8378 -0.3215 1.9051
H -0.8930 -2.5254 3.4828
H -1.0019 -2.0297 1.7965
H 0.7328 -1.6049 5.0098
H 2.5932 -0.0082 5.3157
H 3.3698 1.3569 3.3474
H 2.1922 1.0542 1.1921

Formula: C3H4Cl2N2
Source: OMol25
Level of theory: the ωB97M-V functional and the def2-TZVPD basis

## Properties
- Total charge: 0
- Gap between HOMO and LUMO (alpha / beta): 6.6130 / 6.6008 eV
- HOMO level (alpha / beta): -5.92 / -10.08 eV
- ΔE to the lowest compared entry with this formula, charge and spin: 6.23 kcal per mole
- Molecular weight: 138.99 g mol⁻¹
- 2S+1: 3

Element x y z (Å)
C -2.5735 -0.4423 0.2634
C -0.9573 -0.5360 0.1411
C 1.0633 0.4900 0.0171
N -3.2150 -1.3694 0.8082
N -0.3396 0.5391 0.2221
Cl -3.0171 1.0508 -0.4030
Cl -0.2978 -2.1035 -0.2112
H 1.2939 1.4888 0.4016
H 1.1625 0.0737 -0.9725
H 1.5117 -0.0381 0.7959
H -4.2083 -1.3716 0.7162

Formula: C4H12O
Source: OMol25
Level of theory: the ωB97M-V functional and the def2-TZVPD basis

## Properties
- Total charge: 0
- Gap between HOMO and LUMO: 11.1544 eV
- HOMO level: -10.28 eV
- ΔE to the lowest compared entry with this formula, charge and spin: 13.74 kcal per mole
- SMILES: CCO.CC
- Molecular weight: 76.14 g mol⁻¹
- 2S+1: 1

Element x y z (Å)
C -0.6881 -1.2213 -0.9529
C 0.4987 -2.1961 -0.9224
O 1.5715 -1.8215 -1.7971
H -1.5647 -1.6778 -1.4165
H -0.4885 -0.3320 -1.5585
H -0.9027 -0.8728 0.0551
H 0.8740 -2.2849 0.0961
H 0.1749 -3.1617 -1.2929
H 1.5926 -0.8520 -1.8554
C -0.8730 2.5426 1.0104
C -0.3700 2.3924 2.4388
H -0.1380 3.0966 0.4228
H -1.0403 1.5918 0.5178
H -1.8241 3.0823 0.9157
H 0.6068 1.9186 2.4409
H -1.0294 1.7389 3.0125
H -0.3284 3.3479 2.9525

Formula: C2H6N2O
Source: OMol25
Level of theory: the ωB97M-V functional and the def2-TZVPD basis

## Properties
- Total charge: 0
- Gap between HOMO and LUMO: 9.9620 eV
- HOMO level: -8.92 eV
- ΔE to the lowest compared entry with this formula, charge and spin: 112.02 kcal per mole
- SMILES: C/N=C/NO
- Molecular weight: 74.08 g mol⁻¹
- 2S+1: 1

Element x y z (Å)
C 1.7931 -0.3067 -0.0408
N 0.2263 -0.4014 0.0594
C -0.4423 0.6181 -0.1894
N -1.8444 0.4859 -0.0731
O -2.3172 -0.8508 -0.1574
H 2.3429 0.7409 -0.2122
H 2.4029 -0.6068 0.8323
H 2.1331 -0.8898 -1.0496
H -0.2556 1.7926 -0.1455
H -2.5487 0.7990 0.7046
H -1.4901 -1.3810 0.2718

Formula: C24H31N3O6S
Source: OMol25
Level of theory: the ωB97M-V functional and the def2-TZVPD basis

## Properties
- Total charge: 0
- Gap between HOMO and LUMO: 8.7727 eV
- HOMO level: -8.46 eV
- ΔE to the lowest compared entry with this formula, charge and spin: 40.81 kcal per mole
- SMILES: CCC(C)(C)NC(=O)CN(C(=O)CNS(=O)(=O)c1ccc(C)cc1)c1ccc2c(c1)OCCO2
- Molecular weight: 489.59 g mol⁻¹
- 2S+1: 1

Element x y z (Å)
C -4.5183 -0.7228 3.0766
C -3.7587 0.0791 2.0271
C -4.4926 0.2600 0.6854
C -5.7145 1.1722 0.8277
C -4.8864 -1.0854 0.0803
N -3.5677 0.8797 -0.2681
C -2.8872 2.0087 -0.0759
O -2.9917 2.7611 0.8761
C -1.9297 2.3481 -1.2398
N -0.8478 1.3878 -1.4257
C -1.1060 0.2938 -2.1794
O -2.1868 0.1390 -2.7209
C -0.0188 -0.7679 -2.3613
N -0.6106 -2.0340 -1.9877
S -0.7110 -2.2584 -0.3441
O -1.3369 -1.0926 0.2021
O -1.3092 -3.5403 -0.1316
C 0.9968 -2.2835 0.1985
C 1.8498 -3.2650 -0.2715
C 3.1772 -3.2484 0.1147
C 3.6578 -2.2578 0.9696
C 5.0988 -2.2575 1.3779
C 2.7785 -1.2899 1.4400
C 1.4478 -1.3019 1.0559
C 0.3388 1.6254 -0.6998
C 0.2757 1.9080 0.6625
C 1.4358 2.1406 1.3731
C 2.6768 2.0736 0.7521
C 2.7432 1.7956 -0.6155
C 1.5728 1.6093 -1.3383
O 3.9366 1.6917 -1.2845
C 5.0462 1.5550 -0.4237
C 4.9489 2.5554 0.7270
O 3.8037 2.2885 1.5052
H -5.4885 -0.2799 3.2888
H -4.6634 -1.7512 2.7574
H -3.9471 -0.7371 4.0025
H -2.8114 -0.4179 1.8096
H -3.5391 1.0711 2.4238
H -6.4451 0.7330 1.5001
H -6.1823 1.3218 -0.1431
H -5.4063 2.1378 1.2189
H -5.6533 -1.5656 0.6806
H -4.0154 -1.7355 0.0273
H -5.2798 -0.9423 -0.9244
H -3.3524 0.3377 -1.0940
H -1.4907 3.3280 -1.0445
H -2.5079 2.3764 -2.1678
H 0.8731 -0.5652 -1.7595
H 0.2459 -0.7944 -3.4203
H -0.2843 -2.8454 -2.4843
H 1.4658 -4.0375 -0.9201
H 3.8524 -4.0105 -0.2460
H 5.3234 -3.1537 1.9549
H 5.7457 -2.2603 0.5016
H 5.3322 -1.3889 1.9883
H 3.1308 -0.5216 2.1123
H 0.7502 -0.5598 1.4080
H -0.6782 1.9474 1.1608
H 1.4038 2.3675 2.4264
H 1.6526 1.4562 -2.4027
H 5.9337 1.7346 -1.0319
H 5.0752 0.5351 -0.0161
H 5.8058 2.4749 1.3971
H 4.8954 3.5730 0.3173

Formula: C4H6N2
Source: OMol25
Level of theory: the ωB97M-V functional and the def2-TZVPD basis

## Properties
- Total charge: +1
- Gap between HOMO and LUMO (alpha / beta): 11.4762 / 7.7549 eV
- HOMO level (alpha / beta): -15.51 / -16.20 eV
- ΔE to the lowest compared entry with this formula, charge and spin: 50.52 kcal per mole
- Molecular weight: 82.11 g mol⁻¹
- 2S+1: 2

Element x y z (Å)
C -0.2841 -1.5010 1.0110
C 0.0685 -0.2567 0.3852
C -0.7310 0.6887 -0.0040
N -0.0408 1.6055 -0.7791
C 1.1734 0.8279 -1.1153
N 1.2814 -0.1820 -0.3381
H -0.3013 -2.5401 0.5393
H 0.5693 -1.6173 1.8908
H -1.2443 -1.3386 1.2578
H -1.6952 0.6382 0.3040
H -0.4304 2.4211 -1.2059
H 1.6345 1.2542 -1.9455

Formula: C4H5FO
Source: OMol25
Level of theory: the ωB97M-V functional and the def2-TZVPD basis

## Properties
- Total charge: 0
- Gap between HOMO and LUMO: 9.0201 eV
- HOMO level: -9.11 eV
- ΔE to the lowest compared entry with this formula, charge and spin: 88.73 kcal per mole
- Molecular weight: 88.08 g mol⁻¹
- 2S+1: 1

Element x y z (Å)
C 0.4834 -0.9662 0.6665
C 0.8514 1.7224 0.4070
C 0.3093 0.3543 0.5504
C -1.8851 0.8207 0.2712
O 0.7429 2.3350 -0.6199
F -2.3065 -0.4112 -0.0360
H -0.1884 -1.7431 0.5518
H 1.6235 -1.2083 0.8020
H 1.0194 2.1959 1.4047
H -2.5190 1.3521 1.0919
H -1.6416 1.3332 -0.5780